# C25H29N13SeTi

A molecular structure, C25H29N13SeTi at a distorted geometry (the ωB97M-V functional and the def2-TZVPD basis, the Open Molecules 2025 dataset).

2S+1: 3
Largest force on an atom, hartree/bohr: 0.02550
Total charge: -2
Molecular weight, g/mol: 638.43
ΔE to the lowest compared entry with this formula, charge and spin, kcal/mol: 3.9
HOMO (alpha / beta), Ha: -0.036 / -0.059
Kohn-Sham gap (alpha / beta), eV: 5.42 / 6.03

Positions of all 69 atoms, in Å:
1 Ti 0.23679 -0.06086 0.06099
2 N -0.09937 -1.09021 2.37046
3 C 0.17035 -0.17682 3.47759
4 C 1.29415 0.74788 3.06861
5 N 0.93244 1.35926 1.79190
6 H -1.09996 -1.22474 2.23839
7 H 0.35700 -1.98872 2.43767
8 H 0.41829 -0.69024 4.41158
9 H -0.73849 0.40363 3.65612
10 H 2.20482 0.16215 2.91398
11 H 1.49625 1.49815 3.83952
12 H 1.68162 1.93633 1.42553
13 H 0.12703 1.99441 1.85227
14 N -2.42866 0.10246 -2.19435
15 C -2.76590 -0.14863 -0.88590
16 N -3.99849 -0.45331 -0.51733
17 N -3.90252 -0.60880 0.82286
18 N -2.69294 -0.45243 1.21169
19 N -1.91385 -0.13011 0.12750
20 C -1.15659 0.29436 -2.68570
21 N -0.93223 0.47201 -3.96643
22 N 0.42396 0.62123 -4.03171
23 N 0.95338 0.54227 -2.87896
24 N -0.04600 0.32361 -1.94736
25 H -3.17105 0.05773 -2.86776
26 C 5.14966 2.83750 -0.43510
27 C 3.81292 3.03520 -0.76360
28 C 2.90370 1.98902 -0.69824
29 C 3.30501 0.71558 -0.28315
30 C 4.65459 0.50828 0.02098
31 C 5.55701 1.56387 -0.05418
32 N 2.32025 -0.29170 -0.18336
33 N 2.85521 -1.51163 -0.06228
34 C 1.86684 -2.48782 -0.07001
35 C 2.29061 -3.82600 -0.01509
36 C 1.35936 -4.84788 -0.02773
37 C -0.00420 -4.54685 -0.10102
38 C -0.40744 -3.21327 -0.15825
39 C 0.49673 -2.14832 -0.14581
40 H 5.85802 3.65543 -0.48924
41 H 3.46187 4.00882 -1.08656
42 H 1.87217 2.16136 -0.99425
43 H 4.97106 -0.48080 0.31538
44 H 6.59794 1.38244 0.19341
45 H 3.35466 -4.03390 0.02938
46 H 1.69172 -5.88031 0.01114
47 H -0.73820 -5.34521 -0.11526
48 H -1.47276 -2.99717 -0.20870
49 C 0.67522 9.15032 -0.43191
50 C 0.24970 7.71036 -0.29978
51 C 0.61534 6.94955 0.79918
52 C 0.22119 5.61878 0.95178
53 C 0.68488 4.87767 2.17339
54 C -0.58255 4.98921 -0.01968
55 Se -1.21827 3.19089 0.14480
56 C -0.94020 5.76223 -1.15071
57 C -1.77565 5.16846 -2.25134
58 C -0.52947 7.08640 -1.26709
59 H 1.41792 9.40836 0.32629
60 H -0.16378 9.84297 -0.31117
61 H 1.12039 9.35858 -1.40885
62 H 1.23487 7.40195 1.57063
63 H 1.14030 5.56491 2.89104
64 H 1.42624 4.11762 1.91266
65 H -0.14510 4.34509 2.64458
66 H -1.42750 4.16823 -2.51136
67 H -1.74844 5.81293 -3.13384
68 H -2.81562 5.04053 -1.93669
69 H -0.82164 7.64332 -2.15494

***

# C25H29N3O4

C25H29N3O4 in the gas phase (the ωB97M-V functional and the def2-TZVPD basis, the Open Molecules 2025 dataset).

Largest force on an atom, hartree/bohr: 0.01421
Molecular weight, g/mol: 435.52
ΔE to the lowest compared entry with this formula, charge and spin, kcal/mol: 39.2
HOMO, Ha: -0.295
Kohn-Sham gap, eV: 8.22
SMILES: CCOc1ccc2[nH]c(=O)c(CN(CCc3ccccc3)C(=O)N3CCOCC3)cc2c1

Positions of all 61 atoms, in Å:
1 C -7.77515 -1.27227 1.69052
2 C -7.65595 -1.33320 0.17023
3 O -6.31948 -1.47388 -0.26737
4 C -5.47737 -0.40578 -0.25233
5 C -5.84118 0.90843 0.06535
6 C -4.90754 1.92229 0.02513
7 C -3.58793 1.65778 -0.33177
8 N -2.64133 2.64847 -0.37727
9 C -1.32070 2.48264 -0.72128
10 O -0.56298 3.44110 -0.72131
11 C -0.94228 1.11332 -1.06507
12 C 0.49773 0.88612 -1.44382
13 N 1.27337 0.20514 -0.41277
14 C 1.33294 0.89262 0.86411
15 C 2.13461 2.20687 0.83066
16 C 3.57894 2.00173 0.47991
17 C 4.53848 1.89146 1.48113
18 C 5.86543 1.65515 1.16864
19 C 6.25393 1.52369 -0.15352
20 C 5.30999 1.64283 -1.15926
21 C 3.98439 1.88414 -0.84530
22 C 1.31683 -1.16558 -0.51367
23 O 0.66215 -1.77241 -1.34578
24 N 2.11944 -1.82903 0.40012
25 C 2.01550 -3.28188 0.38742
26 C 2.99238 -3.89301 -0.61914
27 O 4.31909 -3.49133 -0.34468
28 C 4.43004 -2.08857 -0.37407
29 C 3.49280 -1.41988 0.64056
30 C -1.84692 0.11050 -1.02556
31 C -3.20788 0.34032 -0.65521
32 C -4.16316 -0.67347 -0.60860
33 H -8.82283 -1.22192 1.97393
34 H -7.33268 -2.16303 2.12908
35 H -7.25879 -0.40216 2.08883
36 H -8.15559 -2.23138 -0.20330
37 H -8.12889 -0.45986 -0.29585
38 H -6.85454 1.15316 0.34032
39 H -5.20157 2.93234 0.27156
40 H -2.92145 3.59457 -0.14608
41 H 0.54800 0.26475 -2.33996
42 H 0.95591 1.85749 -1.64011
43 H 0.30802 1.14051 1.17686
44 H 1.75007 0.21433 1.60837
45 H 1.66188 2.89204 0.12617
46 H 2.05847 2.65034 1.82536
47 H 4.24047 1.99061 2.51557
48 H 6.59784 1.57461 1.95856
49 H 7.28882 1.33732 -0.39926
50 H 5.60866 1.55179 -2.19330
51 H 3.25755 1.98294 -1.63671
52 H 0.99349 -3.55547 0.12721
53 H 2.25248 -3.63509 1.39565
54 H 2.98381 -4.98215 -0.55866
55 H 2.70384 -3.57842 -1.63231
56 H 5.46994 -1.85349 -0.14114
57 H 4.18979 -1.71205 -1.38139
58 H 3.59606 -0.34292 0.55023
59 H 3.76787 -1.73458 1.65314
60 H -1.53859 -0.89312 -1.28166
61 H -3.88619 -1.68541 -0.85710

***

# C25H30AuGe2N2O2

A molecular structure, C25H30AuGe2N2O2 at a distorted geometry (the ωB97M-V functional and the def2-TZVPD basis, the Open Molecules 2025 dataset).

2S+1: 2
Largest force on an atom, hartree/bohr: 0.03739
Total charge: +2
Molecular weight, g/mol: 732.71
ΔE to the lowest compared entry with this formula, charge and spin, kcal/mol: 0.0
HOMO (alpha / beta), Ha: -0.506 / -0.521
Kohn-Sham gap (alpha / beta), eV: 7.94 / 6.40

Positions of all 62 atoms, in Å:
1 Au -2.98888 -1.36785 1.26932
2 N -4.05898 -1.98975 -0.41304
3 C -4.41188 -0.98826 -1.46708
4 C -3.35597 -0.76251 -2.54234
5 C -1.99699 -0.26510 -2.18002
6 O -1.38114 0.51666 -2.97996
7 O -1.33956 -0.58729 -1.13217
8 H -3.61024 -2.79578 -0.84417
9 H -4.93069 -2.34090 -0.02134
10 H -4.67307 -0.05695 -0.97031
11 H -5.29499 -1.34470 -1.99676
12 H -3.76263 -0.06015 -3.26788
13 H -3.17626 -1.70001 -3.08408
14 N -2.21946 -0.80890 3.02107
15 C -2.00579 -0.42702 4.08105
16 C -1.75375 0.05290 5.40244
17 C -0.52003 0.62593 5.71588
18 C -0.31460 1.11699 6.99020
19 C -1.32972 1.03831 7.93728
20 C -2.54852 0.44833 7.62556
21 C -2.76990 -0.04940 6.35547
22 H 0.25736 0.68531 4.96609
23 H 0.63525 1.56347 7.24873
24 H -1.16727 1.44133 8.92788
25 H -3.32594 0.37934 8.37346
26 H -3.71573 -0.50596 6.09648
27 C 4.03930 -0.21203 0.60405
28 Ge 2.11367 -0.21571 0.42154
29 C 1.42384 -1.96315 0.95136
30 C 1.36427 1.12949 1.62442
31 Ge 0.29797 0.26691 -2.01685
32 C 1.08054 -1.11710 -3.12184
33 C 0.64276 -1.22017 -4.44567
34 C 1.09470 -2.26528 -5.24018
35 C 1.98530 -3.19949 -4.73181
36 C 2.43428 -3.09357 -3.42389
37 C 1.98079 -2.05584 -2.62062
38 C 1.07771 2.01430 -2.43276
39 C 2.00349 2.63025 -1.60009
40 C 2.49105 3.88748 -1.93132
41 C 2.03878 4.51868 -3.08041
42 C 1.10095 3.90333 -3.89812
43 C 0.60488 2.64668 -3.58008
44 H 4.19276 -0.40836 1.66796
45 H 4.47859 0.74528 0.33334
46 H 4.50057 -0.99694 0.00882
47 H 1.52607 -1.96915 2.03991
48 H 2.02523 -2.76461 0.52799
49 H 0.38065 -2.11835 0.68115
50 H 1.55046 0.72182 2.62188
51 H 0.29480 1.27812 1.48449
52 H 1.87158 2.08642 1.52623
53 H -0.02872 -0.48632 -4.87274
54 H 0.74815 -2.34530 -6.26227
55 H 2.34111 -4.00471 -5.36053
56 H 3.13261 -3.81830 -3.02623
57 H 2.34948 -1.98873 -1.60648
58 H 2.36171 2.14644 -0.70295
59 H 3.21554 4.37248 -1.29060
60 H 2.42421 5.49427 -3.34425
61 H 0.74729 4.40265 -4.79041
62 H -0.12694 2.18045 -4.22481